# 1
# C23H27F7N2O25

9 unconnected molecules or ions with the total composition C23H27F7N2O25 at a distorted geometry (wB97M-V/def2-TZVPD, the OMol25 dataset).

Summary:
orbital gap (spin up / spin down) = 0.34388 / 0.10252 hartree
expectation value of S² = 0.7539
highest occupied orbital energy (spin up / spin down) = -12.95 / -12.95 eV
energy relative to the best compared isomer or geometry (same formula, charge and spin) = 21.6 kcal per mole
charge = +1
multiplicity = 2

Geometry as XYZ:
```
84
Properties=species:S:1:pos:R:3:forces:R:3
C -1.02564 -1.93735 -4.43145 -1.2 -1.5 1.9
C -0.93592 -1.45416 -5.82731 -0.7 -2.1 1.5
O 0.23976 -0.77721 -5.69614 1.2 2.5 -2.3
C 0.38827 -0.24891 -4.46551 2.5 -1.1 2.8
O 1.29876 0.42181 -4.04075 -1.7 -0.2 -1.5
O -0.40463 -0.95647 -3.59952 -0.5 1.1 -1.2
F -2.03534 -0.72358 -6.12933 0.1 1.1 -0.5
H -0.41016 -2.82497 -4.28515 -0.4 -0.4 -0.2
H -2.06042 -2.08093 -4.12046 0.2 -0.2 0.1
H -0.92911 -2.32919 -6.47720 0.6 0.5 -0.6
C -5.35443 -1.38153 1.69754 -1.6 0.5 -0.9
C -3.95059 -1.06482 1.80095 2.8 0.6 1.6
O -3.86056 -0.47701 3.10768 3.1 -0.6 -1.4
C -5.04276 -0.12022 3.55214 -0.3 1.2 2.0
O -5.23006 0.58126 4.50506 0.1 -0.4 -0.7
O -5.94335 -0.68151 2.80609 -2.7 -1.4 -1.6
F -3.45688 -0.14964 0.89263 -0.5 0.0 0.0
H -5.44286 -2.46687 1.64909 -0.8 0.1 0.7
H -5.74444 -0.95496 0.77340 -0.3 -0.1 0.0
H -3.28740 -1.92809 1.74599 0.1 0.2 0.1
C 0.29273 5.03675 -3.45074 -1.0 -1.0 -0.5
C -0.08351 4.02160 -2.37856 -1.3 1.7 -0.1
O 0.93608 4.13044 -1.36427 -2.3 0.2 -0.4
C 1.96985 4.69074 -1.95390 5.8 0.2 -0.5
O 3.11454 4.74587 -1.44803 -4.9 0.3 -2.2
O 1.62553 5.00764 -3.29758 5.0 1.1 3.0
F 0.00197 2.79787 -2.86912 -0.3 -1.7 -0.3
H -0.17587 6.01381 -3.33295 0.0 0.1 0.2
H 0.24235 4.69700 -4.48521 -1.4 -0.3 0.1
H -1.08661 4.26858 -2.03089 0.2 -0.6 0.8
C 0.11876 2.66007 2.35145 -2.2 0.4 -1.5
C -0.98228 1.86437 3.03386 -0.2 0.8 0.6
O -0.32670 1.57725 4.29859 0.1 -0.2 3.3
C 0.84406 2.11245 4.38073 -4.0 -0.6 -5.2
O 1.55948 1.99692 5.36496 2.0 -0.1 2.6
O 1.14065 2.65359 3.24943 5.0 1.0 3.0
F -1.27176 0.68434 2.61348 -0.3 -1.8 -1.6
H -0.25847 3.68271 2.35418 0.2 0.1 -0.9
H 0.56625 2.26523 1.43933 -0.7 0.2 -0.3
H -1.89996 2.41063 3.25195 0.1 0.1 0.0
C 3.81653 0.56725 1.77525 -2.9 1.8 1.3
C 5.23898 0.93862 1.80162 0.6 -0.3 -3.5
O 5.47923 0.99643 0.37081 -0.1 1.6 -1.0
C 4.32843 1.41381 -0.26299 0.6 -0.5 -1.5
O 4.17274 1.82062 -1.38167 0.8 -0.5 1.7
O 3.31460 1.15575 0.56784 -1.0 -0.1 1.0
F 5.96052 -0.07253 2.16807 1.9 -1.8 1.8
H 3.36906 1.10104 2.61366 -0.5 0.3 0.1
H 3.42283 -0.43861 1.92131 1.0 -0.4 -0.5
H 5.60173 1.88631 2.19963 -0.4 -0.1 0.5
C 1.12442 -4.14999 2.37913 -0.7 0.0 -0.8
C 0.35594 -5.25740 3.12462 0.7 1.1 -0.5
O -0.09514 -4.53128 4.23113 -1.3 0.8 1.2
C 0.63798 -3.41493 4.46598 2.3 1.3 1.8
O 0.68045 -2.70801 5.47882 -0.8 -2.3 -3.5
O 1.53766 -3.27047 3.40771 -1.2 0.3 1.5
F 1.21149 -6.15288 3.57799 1.8 -1.6 0.9
H 0.42518 -3.59331 1.75521 0.1 -0.1 -0.4
H 2.01057 -4.43973 1.81443 -0.3 -0.4 0.1
H -0.40945 -5.88485 2.66792 -0.5 1.0 -0.3
C 2.95515 -3.40529 -1.14376 0.5 1.3 1.8
C 3.13169 -2.80896 -2.52390 -0.8 -0.1 0.1
O 2.43489 -3.79386 -3.32323 0.3 1.2 -0.6
C 1.50899 -4.29891 -2.52132 -3.5 -2.3 -1.2
O 0.44173 -4.81109 -2.80742 1.7 0.8 -0.7
O 1.85558 -4.21311 -1.27805 -0.7 -0.9 2.0
F 4.38908 -2.75500 -2.84232 2.5 -0.4 -0.9
H 2.67784 -2.72532 -0.33826 0.3 0.7 -0.3
H 3.79974 -3.96924 -0.74786 0.4 -0.1 -0.7
H 2.76482 -1.81236 -2.76944 -0.8 0.0 0.4
C -4.52632 3.39015 -0.53297 -0.2 0.3 -0.7
N -3.36000 3.21391 0.34418 0.4 -0.7 1.0
O -2.25796 3.56517 -0.05399 -0.5 -0.1 0.1
O -3.55965 2.73837 1.45633 0.2 0.3 -0.7
H -4.96755 4.33088 -0.20363 -0.2 -0.1 -0.2
H -5.23944 2.56990 -0.45080 0.3 0.1 0.4
H -4.16140 3.45508 -1.55801 0.0 0.2 0.2
C -0.70631 0.54167 -0.50013 -0.7 -0.7 -2.3
N -0.11967 -0.76290 -0.10838 -1.1 -1.1 0.8
O -0.69335 -1.82535 -0.39204 0.5 1.8 0.1
O 0.88535 -0.71062 0.54229 1.4 -0.1 0.7
H 0.02006 1.33598 -0.67211 0.2 -0.3 0.7
H -1.60158 0.80161 0.06468 0.4 -0.3 0.2
H -0.99475 0.21994 -1.50083 -0.6 0.7 -0.3
```
Forces are in eV/Å.

=====

# 2
# C33H77F6NO16P

7 unconnected molecules or ions with the total composition C33H77F6NO16P at a distorted geometry (wB97M-V/def2-TZVPD, the OMol25 dataset).

Summary:
orbital gap (spin up / spin down) = 0.29730 / 0.07304 hartree
expectation value of S² = 0.7552
highest occupied orbital energy (spin up / spin down) = -8.60 / -8.60 eV
multiplicity = 2

Geometry as XYZ:
```
134
Properties=species:S:1:pos:R:3:forces:R:3
P 2.09234 1.29764 0.63886 -0.3 1.0 -0.3
F 3.64257 0.84932 0.31270 -0.2 -0.5 0.1
F 1.58834 0.65281 -0.80789 0.6 0.1 1.4
F 1.82258 -0.11558 1.44381 0.4 1.4 -0.7
F 0.56140 1.81184 0.91526 1.3 -0.5 0.2
F 2.67033 2.06176 2.01056 -0.8 -1.1 -0.7
F 2.45332 2.70210 -0.15002 -0.4 -0.3 0.0
C -2.55933 2.53696 -0.07021 0.0 -0.8 -0.3
O -3.80819 3.16226 0.05296 -0.9 1.0 0.7
C -4.90626 2.30171 0.36948 0.8 0.7 0.2
C -6.22134 3.07068 0.51836 1.6 -0.4 1.1
O -6.17470 3.92624 1.72526 -1.5 0.3 -2.7
C -7.41681 4.72438 1.76030 0.5 -2.0 1.4
C -8.18214 4.11608 2.96205 -0.4 0.4 -0.9
O -8.54353 2.75981 2.70606 0.5 0.7 -0.9
C -8.83744 1.97740 3.81643 0.3 -0.3 0.7
H -2.57605 2.09054 -1.06445 0.6 -0.6 0.1
H -2.37035 1.82312 0.73155 -0.3 -0.6 -0.1
H -1.67582 3.16769 0.02830 -0.5 0.8 -0.2
H -4.70401 1.74595 1.28508 0.1 0.1 0.4
H -5.00751 1.52774 -0.39133 -0.2 0.0 -0.4
H -6.93229 2.25380 0.64222 -0.6 0.3 0.1
H -6.42069 3.62467 -0.39896 -0.1 0.3 0.2
H -8.03772 4.66318 0.86653 0.3 -0.4 -0.3
H -7.22080 5.78673 1.90562 0.3 -0.1 0.3
H -9.11968 4.66370 3.05814 -0.1 0.3 0.5
H -7.53996 4.24007 3.83400 -0.1 -0.2 0.2
H -9.38245 2.50581 4.59864 -0.4 0.2 -0.1
H -7.93404 1.61954 4.31032 0.3 -0.1 0.0
H -9.39927 1.10131 3.49255 -0.1 0.1 -0.1
C -1.00636 -1.10761 1.30443 0.3 -0.1 -0.3
O -1.89547 -2.13111 0.87257 0.6 0.8 0.9
C -2.37326 -2.82430 2.00689 -0.2 -1.6 -1.1
C -3.33202 -3.88663 1.43186 -0.8 1.6 -0.3
O -4.46857 -3.17597 0.97223 -2.1 0.6 0.2
C -4.47695 -2.49896 -0.27449 0.2 -0.4 -0.1
C -5.84423 -2.03387 -0.77800 0.9 1.2 0.7
O -6.82692 -2.97844 -0.83817 -0.9 -1.2 0.3
C -7.78766 -2.69685 -1.83830 0.8 -1.2 0.3
H -0.18991 -1.52845 1.89130 0.3 -0.2 -0.2
H -1.44328 -0.37173 1.97947 -0.6 0.1 -0.1
H -0.60989 -0.60871 0.42012 0.0 0.0 0.1
H -2.93691 -2.19014 2.69115 -0.1 0.2 0.0
H -1.53712 -3.26511 2.54972 0.2 -0.2 0.2
H -3.72879 -4.52808 2.21876 0.3 -0.2 -0.1
H -3.05303 -4.42970 0.52889 1.2 -0.4 0.4
H -4.11604 -3.14772 -1.07259 0.5 -0.3 0.0
H -3.83395 -1.62217 -0.19776 0.0 0.1 -0.4
H -5.68876 -1.66282 -1.79104 0.5 0.3 -0.2
H -6.17467 -1.17961 -0.18711 -0.2 0.3 0.3
H -7.26765 -2.77372 -2.79317 -0.2 0.4 -0.4
H -8.26030 -1.72245 -1.71469 -0.2 0.0 0.0
H -8.45200 -3.55847 -1.77232 -0.5 0.5 -0.1
C 8.27390 6.67533 -4.83213 0.1 0.2 -0.3
O 8.16575 6.09688 -3.57676 -0.1 0.2 2.9
C 7.03340 5.33982 -3.28542 -0.2 -1.2 -1.8
C 7.08725 4.62661 -1.93554 -0.5 1.3 -0.6
O 5.94140 3.76372 -1.91715 1.7 0.5 0.6
C 5.53712 3.05921 -0.76426 -0.6 -0.3 -1.0
C 6.66051 2.02399 -0.40597 1.5 1.3 -0.8
O 7.77490 2.70873 0.15769 -1.1 -0.1 0.4
C 8.92577 1.88282 0.32239 -0.3 -1.2 0.5
H 7.44810 7.34462 -5.07336 -0.3 -0.1 -0.1
H 8.36206 5.86554 -5.55641 0.1 0.2 -0.5
H 9.16778 7.29385 -4.75152 0.1 -0.2 -0.5
H 7.03723 4.57124 -4.05832 -0.4 -0.6 -0.1
H 6.05043 5.79794 -3.39485 0.1 0.8 0.1
H 7.08478 5.36738 -1.13593 -0.2 -0.3 0.5
H 8.03998 4.09879 -1.89322 0.1 -0.8 0.4
H 4.64549 2.58369 -1.17287 0.0 -0.5 0.8
H 5.27420 3.65484 0.10993 0.4 0.4 0.1
H 7.04339 1.60855 -1.33813 -0.4 -0.7 -0.1
H 6.16756 1.28584 0.22668 -0.1 0.0 0.3
H 9.39027 1.59750 -0.62151 0.2 0.4 -0.1
H 8.61045 0.94631 0.78242 -0.2 -0.2 0.0
H 9.61067 2.28835 1.06706 -0.1 0.6 -0.5
C 1.97622 -5.85334 3.43607 2.7 -0.4 0.1
O 0.95208 -5.24875 2.83614 -3.8 1.9 -2.2
C 1.15641 -4.21925 1.82665 0.6 0.4 1.0
C 2.15971 -4.56208 0.74897 -0.3 -2.7 -0.2
O 3.51051 -4.66911 1.14214 -0.6 1.8 0.0
C 4.02702 -3.36285 1.44513 2.1 -1.5 -0.1
C 4.05182 -2.30041 0.37756 -0.8 -0.1 0.2
O 4.78533 -2.66234 -0.79530 -0.3 0.7 0.4
C 4.86996 -1.53633 -1.63697 -0.1 0.0 -1.3
H 2.72612 -5.10697 3.69816 0.5 0.0 0.4
H 2.43943 -6.52769 2.71580 0.5 -0.5 0.3
H 1.67899 -6.38465 4.34021 -0.3 0.0 -0.1
H 1.43764 -3.31625 2.36851 0.1 0.3 0.1
H 0.20559 -3.99819 1.34172 -0.1 -0.4 0.2
H 2.07681 -4.13697 -0.25129 -0.3 0.9 0.3
H 1.88683 -5.59964 0.55634 0.0 -0.4 -0.3
H 5.06409 -3.64932 1.61983 0.3 0.4 0.4
H 3.62553 -2.96671 2.37785 -0.3 0.2 -0.1
H 4.46921 -1.40540 0.83890 0.3 0.1 0.1
H 3.01843 -2.02324 0.16927 -0.1 0.1 -0.6
H 5.41474 -1.75796 -2.55468 0.4 -0.6 0.2
H 5.33746 -0.64427 -1.22011 0.2 -0.1 0.6
H 3.91906 -1.19634 -2.04721 -0.6 -0.1 0.5
C -4.42002 0.98915 -3.33985 0.7 -0.2 0.0
O -3.22271 0.34484 -2.82305 -1.1 -0.4 -0.4
C -2.47587 -0.40658 -3.80474 1.5 0.5 1.7
C -1.16684 -0.85452 -3.08594 0.3 1.5 -0.3
O -0.32815 -1.59527 -3.96615 0.1 -1.7 1.7
C 0.75731 -2.20362 -3.20268 1.4 0.0 -2.6
C 1.65872 -2.89028 -4.27700 -1.7 -0.9 -0.5
O 0.98645 -3.99155 -4.95146 -0.6 0.3 1.7
C 1.76683 -4.77658 -5.81848 0.0 1.5 0.1
H -4.95401 0.36709 -4.05816 0.2 -0.1 -0.2
H -4.17601 1.95814 -3.77534 0.2 0.0 -0.4
H -5.15075 1.23677 -2.56991 0.4 -0.4 0.5
H -2.22684 0.30472 -4.59223 -0.1 -0.6 -0.6
H -2.87566 -1.38388 -4.07517 -0.9 0.4 -0.6
H -1.43878 -1.34206 -2.14975 0.0 -0.5 -0.1
H -0.52179 -0.01661 -2.82150 -0.5 0.6 0.4
H 0.58678 -2.82765 -2.32541 -1.1 -0.1 -0.2
H 1.45890 -1.43729 -2.87312 -0.2 0.6 0.4
H 2.60246 -3.24662 -3.86412 0.2 0.2 0.2
H 1.76994 -2.12393 -5.04411 0.6 0.2 0.0
H 2.37736 -4.03268 -6.33031 0.5 -0.4 -0.7
H 1.06762 -5.24709 -6.50973 0.3 -0.2 0.0
H 2.42122 -5.48633 -5.31240 -0.1 -0.2 0.1
C -1.28065 1.23381 4.93566 -2.1 -0.7 -0.9
O -2.38316 0.95228 5.40324 0.8 0.6 0.0
N -0.11610 0.81873 5.38447 2.1 -0.2 0.2
C 1.10121 0.99919 4.57194 -0.3 0.3 0.1
C 0.04957 0.05336 6.60566 -0.1 0.2 -0.4
H -1.15408 1.74418 3.96834 -0.3 0.4 0.0
H 1.87034 1.64830 4.99052 -0.2 0.1 0.6
H 0.85434 1.48731 3.62912 -0.1 -0.4 -0.1
H 1.59348 0.03707 4.43021 -0.2 -0.1 -0.3
H 0.57819 0.71444 7.29242 0.2 -0.5 0.4
H -0.90412 -0.26907 7.02355 0.0 0.3 -0.2
H 0.61667 -0.83790 6.33704 0.2 0.0 0.4
```
Forces are in eV/Å.

=====

# 3
# C5H14NS

2 unconnected molecules or ions with the total composition C5H14NS at a distorted geometry (wB97M-V/def2-TZVPD, the OMol25 dataset).

Summary:
orbital gap = 0.34076 hartree
highest occupied orbital energy = -12.47 eV
energy relative to the best compared isomer or geometry (same formula, charge and spin) = 89.9 kcal per mole
charge = +1

Geometry as XYZ:
```
21
Properties=species:S:1:pos:R:3:forces:R:3
C 1.28744 1.55942 0.35832 3.9 -3.0 -1.5
C 0.34232 -0.09340 -1.53724 -0.3 4.4 -1.5
C -1.93990 -0.03442 -0.12008 -3.6 0.8 5.1
C 0.76642 -1.37761 1.10166 1.2 2.8 -2.9
C 0.44216 0.42796 -0.13031 -0.2 -2.2 3.5
N -0.88704 0.79385 0.52394 -2.0 1.1 -3.8
S 0.19520 -2.72519 0.15207 1.3 -0.5 0.3
H 1.03829 1.86708 1.31471 -0.8 0.8 1.7
H 1.16792 2.26810 -0.40583 0.3 1.8 -0.7
H 2.41371 1.22749 0.46576 -2.1 0.8 -0.6
H -0.37933 0.52298 -2.23532 0.7 -1.0 1.6
H -0.00976 -1.08978 -1.53054 0.2 -1.2 -0.5
H 1.24480 0.21734 -2.11953 -0.1 -1.3 0.8
H -2.27107 0.27009 -1.03878 -0.3 1.0 -2.2
H -1.71423 -1.04318 -0.08841 0.9 -1.8 -0.2
H -2.88361 0.03717 0.60896 1.8 0.0 -1.6
H 1.80745 -1.14114 1.40486 -0.5 -0.9 -0.7
H 0.17577 -1.22926 1.93755 -1.5 0.3 1.6
H -1.20701 1.81918 0.37389 1.0 -1.7 0.1
H -0.94277 0.66319 1.50159 0.5 -0.4 1.3
H 1.35324 -2.93989 -0.53727 -0.6 0.0 0.2
```
Forces are in eV/Å.

=====

Number 1: total energy -97459.9532 eV. Number 2: total energy -95304.1653 eV. Number 3: total energy -17727.3799 eV.